No. 1
Computed, not measured: a cluster of 5 separate species, C38H33ClN2O9S in total in a non-equilibrium geometry, with ωB97M-V/def2-TZVPD.

The spin multiplicity is 1. As for the SMILES: C#CCCC[C@](C#N)(CCCS)[C@@H](C#N)CC(=O)Cl.O=C1C=CC(=O)C=C1.O=C1C=CC(=O)C=C1.O=C1C=CC(=O)C=C1.O=C1C=CC(=O)C=C1. As for the orbital gap: 7.1 eV. Its net charge is 0. Its total energy is -84693.96011 eV. The highest occupied orbital energy is -8.9 eV.

```
84
C38H33ClN2O9S (ωB97M-V/def2-TZVPD)
C 0.3114 2.3857 4.4417
C -0.0123 2.2204 3.1649
C -0.2257 2.1296 1.5612
C 1.1179 1.5504 0.8096
C 1.4258 2.2676 -0.6016
C 0.8551 1.4430 -1.9106
C -0.7499 1.3059 -1.6628
N -1.8840 0.8226 -1.6710
C 1.6309 0.0383 -2.0278
C 0.8731 -1.1036 -2.8732
C 1.1678 -1.0727 -4.4679
S -0.3552 -0.6800 -5.4986
C 1.0215 2.2970 -3.2952
C -0.4537 2.8687 -3.6947
N -1.4476 3.3790 -4.1856
C 2.0524 3.5332 -3.1930
C 3.6129 3.0580 -3.0978
O 4.0568 2.0931 -3.7838
Cl 4.7124 3.9851 -1.9452
H 0.9236 2.5358 5.4112
H -0.5824 3.1101 1.0846
H -1.0404 1.3221 1.3588
H 1.0829 0.3975 0.7787
H 1.9914 1.8275 1.5299
H 2.5642 2.4359 -0.6489
H 0.9496 3.3325 -0.6180
H 1.9592 -0.4168 -1.0160
H 2.6265 0.2635 -2.5938
H -0.2620 -1.1636 -2.7174
H 1.2975 -2.1231 -2.4956
H 1.9868 -0.3245 -4.7584
H 1.5287 -2.1275 -4.7907
H -0.6067 0.6976 -5.4691
H 1.3616 1.6421 -4.1742
H 1.9861 4.0940 -4.2148
H 1.7816 4.3216 -2.3973
O 0.9030 -4.0316 5.9889
C 0.9455 -2.8700 6.3544
C 1.7048 -2.4709 7.5588
C 1.7486 -1.1984 7.9587
C 1.0413 -0.1344 7.2139
O 1.0838 1.0288 7.5783
C 0.2832 -0.5353 6.0116
C 0.2399 -1.8048 5.6125
H 2.2175 -3.2622 8.0919
H 2.2991 -0.8881 8.8382
H -0.2298 0.2539 5.4763
H -0.3089 -2.1093 4.7372
O 0.3104 -1.0910 2.1581
C -0.5151 -1.8169 1.6295
C -1.4292 -1.2957 0.6051
C -2.3363 -2.0813 0.0213
C -2.4576 -3.5125 0.3837
O -3.2840 -4.2322 -0.1481
C -1.5348 -4.0334 1.4167
C -0.6306 -3.2412 1.9929
H -1.3226 -0.2495 0.3542
H -3.0177 -1.7138 -0.7362
H -1.6351 -5.0809 1.6738
H 0.0553 -3.5997 2.7505
O -1.9796 -3.1503 4.6188
C -3.1573 -3.1126 4.9323
C -4.1743 -3.8866 4.1902
C -5.4629 -3.8430 4.5327
C -5.9281 -3.0204 5.6694
O -7.1037 -2.9826 5.9825
C -4.9108 -2.2464 6.4114
C -3.6223 -2.2902 6.0687
H -3.8170 -4.4846 3.3608
H -6.2212 -4.4029 3.9997
H -5.2680 -1.6484 7.2407
H -2.8637 -1.7302 6.6017
O 2.0646 0.6108 -6.7353
C 2.0005 1.6482 -7.3720
C 0.7026 2.1971 -7.8179
C 0.6343 3.3318 -8.5165
C 1.8527 4.0891 -8.8729
O 1.7895 5.1254 -9.5086
C 3.1506 3.5401 -8.4270
C 3.2189 2.4055 -7.7285
H -0.1802 1.6309 -7.5483
H -0.3077 3.7476 -8.8516
H 4.0336 4.1065 -8.6969
H 4.1610 1.9896 -7.3932
```

=====

No. 2
Computed, not measured: a cluster of 8 separate species, C32H52NO14 in total in a non-equilibrium geometry, with ωB97M-V/def2-TZVPD.

The spin multiplicity is 1. As for the orbital gap: 6.4 eV. Its net charge is +1. Its total energy is -64162.09354 eV. Its energy relative to the best compared isomer or geometry (same formula, charge and spin) is 0.0 kJ/mol. The highest occupied orbital energy is -10.7 eV.

```
99
C32H52NO14 (ωB97M-V/def2-TZVPD)
C 1.3934 1.4306 -2.3883
N 1.1250 0.8599 -1.0404
C 0.2322 1.8106 -0.2080
C 0.3514 -0.3362 -1.3304
C 2.4580 0.4781 -0.4807
C 2.4149 -0.4904 0.8410
O 3.8118 -0.5890 1.2878
H 2.0633 0.8275 -3.0831
H 2.1848 2.2541 -2.1585
H 0.6184 1.8505 -2.9370
H 0.1941 1.4538 0.6539
H -0.6896 2.3405 -0.6801
H 0.9588 2.7895 -0.0194
H -0.4304 0.0467 -1.9919
H -0.0811 -0.7982 -0.4431
H 0.8161 -1.0122 -1.9640
H 3.0241 1.5313 -0.4699
H 2.9079 -0.2834 -1.3044
H 2.1928 -1.5301 0.6433
H 1.9589 -0.0858 1.7542
H 3.8346 -1.1091 2.1069
C -4.0427 -0.2792 -3.2599
C -5.3055 -0.9127 -2.8212
C -6.1137 -0.4260 -1.8377
O -7.2222 -0.8234 -1.5853
C -5.5896 0.7543 -1.0021
C -4.2335 1.4099 -1.4215
C -3.3974 0.8542 -2.5160
O -2.3202 1.3210 -2.7753
O -3.6852 2.4665 -0.6843
O -5.6910 -2.1255 -3.4421
H -3.4837 -0.6073 -4.0167
H -6.0613 1.0605 0.0034
H -4.3215 2.9583 -0.0124
H -6.5684 -2.2195 -2.9900
C -0.6779 6.9790 -0.2042
C -1.9093 7.8795 -0.2700
C -3.1645 7.3825 -0.9479
O -4.1720 8.0812 -1.0040
C -3.0888 6.0628 -1.5151
C -1.7465 5.3131 -1.5866
C -0.6027 5.7407 -0.9035
O 0.4752 5.0967 -0.7188
O -1.4067 4.3963 -2.5725
O -1.8774 9.1126 0.1224
H 0.1423 7.3204 0.3728
H -3.8443 5.5385 -2.1767
H -2.1333 4.3264 -3.2560
H -2.6705 9.5904 -0.1353
C 2.0212 1.0953 4.2575
C 2.5185 2.1912 3.3097
O 1.7791 2.8106 2.5857
C 4.0788 2.2624 3.1737
H 2.0961 1.3810 5.2956
H 2.7630 0.1670 4.2208
H 1.0484 0.5760 3.9870
H 4.4562 1.2156 2.8738
H 4.4749 2.4359 4.1920
H 4.5413 2.9860 2.4568
C -3.6935 -4.1473 -1.0253
C -2.5084 -3.2758 -1.3222
O -2.6138 -1.9944 -1.1892
C -1.3285 -3.7376 -2.1432
H -4.6426 -3.9475 -1.5221
H -3.7748 -4.2569 0.0112
H -3.6476 -5.1545 -1.3656
H -1.0414 -3.1987 -3.0514
H -1.6268 -4.6751 -2.5389
H -0.6217 -3.9873 -1.5050
C 5.9439 -4.1209 5.5684
C 4.8908 -3.5765 4.5140
O 4.5243 -2.5036 4.5771
C 4.5051 -4.5256 3.3896
H 6.8180 -4.2261 4.9523
H 5.5149 -4.9178 6.0973
H 6.1297 -3.2571 6.1002
H 3.8477 -4.1110 2.5492
H 3.9795 -5.5104 3.5862
H 5.3954 -4.6110 2.6108
C 4.3374 -3.5371 -3.9176
C 3.5081 -3.9555 -2.6980
O 3.3675 -3.1669 -1.7586
C 3.1215 -5.4315 -2.6668
H 4.7121 -2.5666 -3.8032
H 3.5472 -3.4011 -4.5091
H 5.0797 -4.2298 -4.4268
H 3.9178 -6.1188 -2.7493
H 2.2228 -5.6729 -3.4135
H 2.7251 -5.5775 -1.6830
C -2.7963 1.1151 2.6595
C -2.2128 -0.3787 2.4351
O -1.0334 -0.6222 2.4017
C -3.3889 -1.3298 2.0152
H -1.8365 1.7604 2.7982
H -3.6063 1.0994 3.2827
H -3.1840 1.6000 1.7522
H -2.8728 -2.3630 1.9336
H -3.8444 -1.0193 1.2268
H -4.2184 -1.2803 2.8431
```

=====

No. 3
Computed, not measured: an isolated molecule of C2HCl2FS in a non-equilibrium geometry, with ωB97M-V/def2-TZVPD.

The spin multiplicity is 1. As for the SMILES: FC(Cl)(Cl)C=S. As for the orbital gap: 8.6 eV. Its net charge is 0. Its total energy is -40686.69116 eV. Its energy relative to the best compared isomer or geometry (same formula, charge and spin) is 42.9 kJ/mol. The highest occupied orbital energy is -9.7 eV.

```
7
C2HCl2FS (ωB97M-V/def2-TZVPD)
F 0.8773 0.3439 1.3595
C 0.4756 0.3009 0.0424
Cl 0.3506 1.9648 -0.5226
Cl 1.7799 -0.5882 -0.7969
C -0.7690 -0.5025 -0.0507
S -2.1997 -0.0445 -0.4208
H -0.5147 -1.4744 0.3891
```

=====

No. 4
Computed, not measured: a structure of composition C35H49AgBrFNOPS, with ωB97M-V/def2-TZVPD.

The spin multiplicity is 2. As for the orbital gap (alpha / beta): 4.8 / 7.0 eV. Its expectation value of S² is 0.756. Its net charge is -1. Its total energy is -137511.92249 eV. Its energy relative to the best compared isomer or geometry (same formula, charge and spin) is 0.0 kJ/mol. The highest occupied orbital energy (alpha / beta) is -2.3 / -4.6 eV.

```
91
C35H49AgBrFNOPS (ωB97M-V/def2-TZVPD)
Ag -0.5679 -0.3560 -0.0516
O -1.2699 -2.4266 6.4604
C -1.2798 -2.3105 5.0996
C -2.0020 -1.3203 4.4415
C -1.9412 -1.2794 3.0613
N -1.2302 -2.1529 2.3463
C -0.5619 -3.0696 2.9979
Br 0.4496 -4.2958 1.9366
C -0.5328 -3.2220 4.3732
H -1.8034 -1.7202 6.8360
H -2.5866 -0.5882 4.9844
H -2.4582 -0.5140 2.4946
H 0.0445 -3.9929 4.8586
C -3.6210 -3.0075 -0.4305
C -2.5075 -3.7108 -1.1976
C -3.0683 -4.7465 -2.1699
C -1.6065 -2.7225 -1.9085
C -2.0620 -1.8609 -2.8895
C -1.2148 -0.9386 -3.5039
C -1.7350 -0.1882 -4.7162
C -1.6359 -1.0861 -5.9536
C -3.1754 0.3076 -4.5704
C 0.1215 -0.8445 -3.0928
C 0.6410 -1.8391 -2.2377
C -0.2457 -2.7144 -1.6241
C 2.1418 -2.1126 -2.1389
C 2.4425 -3.5586 -1.7510
C 2.9244 -1.1727 -1.2403
C 1.0415 0.2226 -3.6173
C 1.7251 -0.0816 -4.7940
C 2.6541 0.7788 -5.3549
C 2.9251 1.9859 -4.7307
C 2.2486 2.3060 -3.5646
C 1.3028 1.4609 -2.9794
P 0.4643 1.9702 -1.3782
C -0.7104 3.3215 -1.9721
C -1.8147 2.5781 -2.7154
C -0.1800 4.3993 -2.9198
C -1.3534 3.9774 -0.7426
C 1.7372 2.8031 -0.2495
C 3.0381 2.0005 -0.2101
C 1.1160 2.6755 1.1559
C 2.0848 4.2727 -0.4949
H -4.2329 -3.7367 0.1068
H -4.2720 -2.4455 -1.1030
H -3.2109 -2.2929 0.2800
H -1.8792 -4.2292 -0.4663
H -3.7170 -4.2691 -2.9085
H -3.6600 -5.4950 -1.6401
H -2.2688 -5.2549 -2.7115
H -3.1011 -1.9011 -3.1924
H -1.0823 0.6673 -4.8908
H -2.2320 -1.9909 -5.8114
H -0.6096 -1.3905 -6.1522
H -2.0165 -0.5652 -6.8358
H -3.8839 -0.5109 -4.7180
H -3.3929 1.0598 -5.3312
H -3.3724 0.7344 -3.5890
H 0.1302 -3.4472 -0.9239
H 2.5157 -1.9772 -3.1626
H 3.5058 -3.7513 -1.9063
H 1.8692 -4.2789 -2.3373
H 2.2365 -3.7376 -0.6937
H 2.4781 -1.0835 -0.2443
H 2.9520 -0.1771 -1.6783
H 3.9585 -1.5176 -1.1545
H 1.5300 -1.0398 -5.2596
H 3.1701 0.4997 -6.2657
H 3.6533 2.6754 -5.1380
H 2.4681 3.2482 -3.0832
H -1.4535 2.2201 -3.6757
H -2.6456 3.2638 -2.9115
H -2.1976 1.7390 -2.1351
H 0.2020 3.9657 -3.8454
H 0.5984 5.0208 -2.4873
H -1.0122 5.0574 -3.1914
H -1.7425 3.2327 -0.0458
H -2.1925 4.5929 -1.0816
H -0.6638 4.6303 -0.2081
H 2.8491 0.9950 0.1582
H 3.7020 2.4989 0.5047
H 3.5522 1.9705 -1.1723
H 0.9839 1.6212 1.4095
H 0.1726 3.2092 1.2583
H 1.8243 3.1109 1.8702
H 2.5650 4.4507 -1.4576
H 2.7930 4.5867 0.2784
H 1.2207 4.9291 -0.4202
S -3.9519 0.6325 -0.2093
C -2.4781 0.7395 0.3933
F 1.2890 -0.4550 1.2612
```